[1]
Below is a 2-piece molecular cluster, C25H32NO3Si overall in a non-equilibrium geometry, with properties calculated with wB97M-V/def2-TZVPD.

Structure (XYZ):
```
62
Properties=species:S:1:pos:R:3:lowdin_charge:R:1
C 2.341 -0.681 -0.315 -0.0708
C 1.386 -1.494 0.421 -0.2560
C 0.995 -2.722 -0.152 -0.4418
O 1.274 -3.131 -1.346 -0.0427
Si 0.397 -4.356 -2.243 0.5218
C 0.596 -3.610 -3.942 -0.1550
C 1.141 -6.052 -1.971 -0.1542
C -1.359 -4.320 -1.621 -0.1608
O 0.384 -3.555 0.679 -0.0185
C 0.522 -2.991 2.049 -0.0766
C 1.136 -1.611 1.860 -0.1698
H 2.519 0.279 0.187 0.0586
H 3.306 -1.197 -0.429 0.0927
H 1.936 -0.489 -1.317 0.0834
H -0.119 -4.062 -4.642 0.0354
H 0.419 -2.525 -3.926 0.0392
H 1.610 -3.770 -4.333 0.0397
H 0.509 -6.820 -2.464 0.0459
H 2.151 -6.147 -2.388 0.0361
H 1.188 -6.305 -0.903 0.0395
H -2.003 -4.700 -2.428 0.0395
H -1.498 -4.964 -0.744 0.0404
H -1.705 -3.310 -1.361 0.0408
H -0.463 -2.973 2.519 0.1206
H 1.198 -3.660 2.600 0.1296
H 2.081 -1.554 2.419 0.1190
H 0.492 -0.806 2.263 0.0906
C 3.897 3.141 4.691 -0.0415
O 3.615 4.126 3.661 -0.0641
C 2.772 3.769 2.656 -0.2319
C 2.129 2.504 2.595 0.0116
C 1.238 2.235 1.565 -0.0370
C 1.002 3.179 0.538 -0.2141
C 0.108 2.899 -0.550 0.1145
C -1.170 2.383 -0.379 -0.1104
C -2.172 2.215 -1.433 -0.1171
C -2.220 2.591 -2.762 -0.0018
C -3.376 2.294 -3.511 -0.0458
C -4.465 1.633 -2.910 -0.0516
C -4.450 1.303 -1.544 0.0109
C -3.288 1.597 -0.835 -0.1521
N -3.028 1.459 0.540 -0.0408
C -3.951 0.938 1.537 0.0203
C -1.798 1.951 0.824 0.0839
C 1.699 4.421 0.586 -0.0021
C 2.530 4.736 1.640 0.0262
H 4.559 3.639 5.401 0.0989
H 2.969 2.826 5.195 0.0980
H 4.399 2.259 4.258 0.1032
H 2.322 1.732 3.343 0.1106
H 0.725 1.275 1.535 0.0900
H 0.352 3.289 -1.546 0.1426
H -1.357 3.092 -3.194 0.1164
H -3.425 2.575 -4.560 0.1121
H -5.349 1.391 -3.508 0.1160
H -5.294 0.861 -1.016 0.1103
H -4.870 0.612 1.042 0.0895
H -3.507 0.090 2.079 0.1094
H -4.196 1.714 2.277 0.1118
H -1.392 1.955 1.830 0.1506
H 1.531 5.139 -0.219 0.1263
H 3.027 5.703 1.700 0.1311
```

2S+1: 1
E_HOMO in eV: -9.1
LUMO level in eV: -4.74
Charge: +1

---

[2]
Below is an isolated ion of composition C7H13N2O4 and charge +1 in a non-equilibrium geometry, with properties calculated with wB97M-V/def2-TZVPD.

Structure (XYZ):
```
26
Properties=species:S:1:pos:R:3:lowdin_charge:R:1
C 0.775 0.030 -1.092 -0.3542
C 3.034 0.451 0.206 -0.5156
C -0.184 -0.678 -0.126 -0.3666
C 0.415 -1.457 1.092 -0.0048
C -1.006 -1.708 -0.868 -0.0138
C -2.029 0.929 -0.664 -0.2267
C -0.921 1.097 1.511 0.2496
N 2.158 0.210 -0.921 0.2064
N -1.036 0.506 0.346 0.0177
O 0.342 0.326 -2.185 0.0924
O 4.227 0.453 0.103 0.1608
O -2.615 2.057 -0.238 0.0400
O 2.304 0.905 1.271 0.0373
H 1.115 -0.877 1.786 0.0969
H 0.704 -2.542 0.801 0.1374
H -0.495 -1.675 1.594 0.0733
H -1.166 -1.441 -1.904 0.1033
H -1.888 -1.930 -0.337 0.0964
H -0.398 -2.585 -0.953 0.1006
H -1.410 0.975 -1.605 0.1472
H -2.628 -0.009 -0.880 0.1598
H -1.534 1.978 1.699 0.1306
H -0.163 0.841 2.185 0.0897
H 2.541 0.434 -1.851 0.1793
H -3.144 2.427 -0.953 0.1399
H 3.001 1.283 1.984 0.2229
```

2S+1: 1
ΔE to the lowest compared entry with this formula, charge and spin in kJ/mol: 151.2
E_HOMO in eV: -14.1
LUMO level in eV: -4.64
Charge: +1

---

[3]
Below is C20H16F3NO3PTi as an isolated structure in a non-equilibrium geometry, with properties calculated with wB97M-V/def2-TZVPD.

Structure (XYZ):
```
45
Properties=species:S:1:pos:R:3:lowdin_charge:R:1
Ti -1.312 1.506 -0.792 0.8906
N -1.690 2.131 1.161 0.0279
C -0.646 1.470 2.000 -0.2720
C -0.809 1.626 3.370 -0.0202
C 0.095 1.073 4.262 -0.0373
C 1.174 0.363 3.766 -0.0396
C 1.340 0.218 2.399 -0.0611
C 0.446 0.759 1.468 -0.2888
P 0.851 0.450 -0.332 1.0841
C 2.560 -0.118 -0.345 -0.3849
C 2.879 -1.441 -0.630 -0.0680
C 4.215 -1.811 -0.711 -0.0505
C 5.214 -0.869 -0.521 -0.0489
C 4.889 0.455 -0.245 -0.0543
C 3.562 0.838 -0.165 -0.0878
C -0.258 -0.980 -0.636 -0.4316
C -1.118 -1.560 0.294 -0.0789
C -1.945 -2.606 -0.087 -0.0413
C -1.915 -3.080 -1.389 -0.0301
C -1.049 -2.519 -2.322 -0.0391
C -0.225 -1.475 -1.949 -0.1068
H -1.430 3.119 1.182 0.1332
H -2.602 2.045 1.612 0.1373
H -1.657 2.188 3.743 0.1264
H -0.046 1.200 5.326 0.1215
H 1.896 -0.082 4.438 0.1210
H 2.194 -0.345 2.050 0.1091
H 2.104 -2.182 -0.771 0.1081
H 4.470 -2.840 -0.924 0.1163
H 6.252 -1.164 -0.590 0.1164
H 5.669 1.189 -0.100 0.1160
H 3.309 1.870 0.046 0.1164
H -1.153 -1.202 1.316 0.1105
H -2.617 -3.047 0.636 0.1193
H -2.569 -3.890 -1.681 0.1212
H -1.026 -2.892 -3.337 0.1213
H 0.441 -1.031 -2.682 0.1234
O -1.017 2.725 -1.729 -0.2883
F -4.316 2.080 -3.951 0.1857
C -4.243 1.998 -2.625 -0.5484
F -3.415 2.966 -2.194 0.1092
F -5.450 2.245 -2.103 0.1712
C -3.810 0.559 -2.215 -0.4435
O -4.542 -0.330 -2.550 0.1730
O -2.702 0.392 -1.495 -0.1378
```

2S+1: 1
ΔE to the lowest compared entry with this formula, charge and spin in kJ/mol: 84.1
E_HOMO in eV: -12.4
LUMO level in eV: -3.81
Charge: +1

---

[4]
Below is C24H36F2N3SSi2 as an isolated structure, with properties calculated with wB97M-V/def2-TZVPD.

Structure (XYZ):
```
68
Properties=species:S:1:pos:R:3:lowdin_charge:R:1
C -7.533 2.091 -3.770 -0.0564
C -6.100 1.624 -3.768 -0.2871
C -5.675 0.594 -4.594 -0.0453
C -4.357 0.170 -4.593 -0.0328
C -3.422 0.766 -3.760 -0.2198
C -1.999 0.261 -3.715 -0.0928
C -1.877 -0.939 -2.818 -0.1496
C -1.704 -0.842 -1.483 0.0459
C -1.633 -1.968 -0.602 -0.0887
C -1.388 -1.635 0.855 -0.3066
C -0.001 -2.011 1.375 -0.0106
F -2.377 -2.227 1.655 -0.0184
C -1.731 -3.244 -1.069 -0.0588
C -1.694 -4.431 -0.144 -0.3113
C -0.816 -5.592 -0.549 -0.0287
F -3.018 -4.910 -0.018 -0.0198
C -1.929 -3.394 -2.472 -0.2726
N -2.071 -4.545 -3.138 -0.2259
S -2.300 -4.176 -4.669 1.0106
N -2.192 -2.576 -4.621 -0.2250
C -2.001 -2.254 -3.336 -0.2967
C -3.841 1.801 -2.935 -0.0342
C -5.160 2.222 -2.940 -0.0476
H -7.658 2.998 -4.360 0.0785
H -7.861 2.285 -2.749 0.0760
H -8.183 1.312 -4.167 0.0715
H -6.389 0.112 -5.251 0.1077
H -4.052 -0.643 -5.240 0.1027
H -1.671 0.002 -4.719 0.1164
H -1.339 1.047 -3.345 0.1228
H -1.607 0.148 -1.053 0.1269
H -1.509 -0.556 0.959 0.1341
H 0.405 -1.213 1.988 0.0629
H -0.077 -2.914 1.981 0.0846
H 0.668 -2.208 0.541 0.0874
H -1.414 -4.099 0.853 0.1133
H 0.196 -5.242 -0.751 0.0912
H -1.219 -6.100 -1.418 0.0619
H -0.768 -6.298 0.280 0.0813
H -3.128 2.284 -2.278 0.1132
H -5.455 3.031 -2.282 0.1115
C 2.814 0.104 0.740 -0.2171
Si 3.248 1.399 2.058 0.1949
C 1.839 1.239 3.332 -0.2090
C 2.961 3.071 1.195 -0.2068
N 4.778 1.145 2.648 -0.2330
Si 5.608 1.994 3.814 0.1972
C 4.807 2.005 5.540 -0.2095
C 5.943 3.822 3.402 -0.2094
C 7.327 1.242 4.088 -0.2178
H 1.802 0.273 0.349 0.0014
H 3.513 0.161 -0.098 0.0134
H 2.862 -0.902 1.163 0.0088
H 0.851 1.224 2.850 0.0013
H 1.839 2.072 4.040 0.0049
H 1.955 0.314 3.901 0.0141
H 3.757 3.248 0.468 0.0133
H 2.966 3.897 1.912 0.0044
H 2.002 3.099 0.664 0.0060
H 3.894 2.607 5.558 0.0033
H 5.486 2.415 6.297 0.0078
H 4.547 0.986 5.834 0.0124
H 6.371 3.903 2.400 0.0124
H 6.648 4.273 4.111 0.0076
H 5.025 4.416 3.429 0.0032
H 7.902 1.262 3.159 0.0088
H 7.240 0.203 4.413 0.0088
H 7.891 1.792 4.851 0.0070
```

2S+1: 1
E_HOMO in eV: -3.9
LUMO level in eV: 0.92
Charge: -1